DFT (ωB97M-V with the def2-TZVPD basis set) results for 10 unconnected molecules or ions with the total composition C50H92N2O14S5 in a non-equilibrium geometry.

ORCA input file:
```
! RIJCOSX wB97M-V def2-TZVPD def2/J DEFGRID3
* xyz 0 1
S -3.6929 8.3444 0.1724
S 6.3409 7.4794 -5.9121
S 5.3856 -4.8179 4.0032
S -4.5152 -9.1371 1.6593
S 4.1312 -1.6362 -12.3918
O 0.7490 1.4046 0.0279
O 5.0370 7.3156 -6.5497
O -3.8844 7.4646 -0.9529
O -0.6109 -0.1269 0.7637
O -3.7541 -8.0986 1.0356
O 6.6475 -4.5713 4.7369
O 5.3037 -5.6665 2.7811
O -5.2645 -10.0955 0.8412
O -1.6269 -8.5438 -10.7826
O 2.6773 -1.3729 -12.6071
O -2.4940 9.2150 0.2123
O 7.2728 6.3275 -6.0476
O 4.6925 -2.7835 -13.1745
O -1.7684 -8.2084 -8.6373
N 0.2101 0.2400 -0.0075
N -2.1539 -8.7355 -9.6771
C -4.9349 -11.0758 -10.8836
C -5.1548 -10.7782 -8.4915
C 5.0228 0.0069 -12.5869
C 0.3290 -1.9513 -1.2547
C -7.2059 -1.0741 -1.5485
C -3.2910 2.8709 9.6534
C -5.7007 -11.2315 -9.7380
C 5.5013 0.3456 -11.1869
C 1.0985 -2.0318 -3.5936
C 6.9189 10.0518 -5.0560
C 3.4567 -2.9666 4.5461
C -2.6148 1.7123 8.8408
C -3.2796 -9.6997 -9.6637
C 7.5612 3.0472 6.6355
C -3.3993 -9.9922 2.9147
C 4.1662 -5.2716 5.1779
C 5.7364 -0.9759 -10.4406
C 6.2552 4.1675 10.2218
C 4.4131 -1.8095 -10.5855
C -5.1705 9.4368 0.3011
C -6.6243 0.1902 -1.0881
C 6.2984 3.9299 4.6038
C -3.9327 -9.8107 4.3281
C -6.6158 -1.4848 -4.0855
C 1.5862 -0.7272 -3.4941
C -2.9081 4.8716 11.0310
C -5.4908 -9.6659 4.0916
C -6.5347 -1.9529 -6.5440
C 7.2967 4.3406 5.6950
C -4.0627 -9.8815 -8.5114
C 1.3275 0.0048 -2.3297
C 7.0510 9.0338 -3.8641
C -5.4186 7.7952 2.1557
C 3.5443 -4.0040 5.7245
C 6.0971 7.8460 -4.1452
C -5.7155 9.2021 1.6873
C 0.5423 -2.6619 -2.4614
C -6.4329 -1.9545 -2.5423
C 0.5882 -0.5629 -1.2311
C -3.6757 0.6563 8.3248
C 7.1122 9.0343 -6.2936
C -3.7320 -10.3554 -10.8253
C -5.6696 -8.6062 2.9408
C 6.6707 3.0617 7.8882
C -2.2781 3.7640 10.4054
C -1.8881 5.9461 11.5784
C 4.5710 -3.2088 3.4958
C -3.9330 7.5567 1.8003
C -6.2019 -2.4938 -5.1322
C 7.1486 4.0124 8.9323
H -1.8989 3.0767 11.1617
H 6.1741 6.9158 -3.5822
H 6.3861 0.9816 -11.2154
H 4.2561 0.7546 -12.7900
H -3.9045 2.3448 10.3848
H -1.1940 5.4819 12.2789
H -3.1537 -0.0220 7.6497
H 6.0720 4.7551 3.9285
H -3.5791 5.5109 10.4572
H 5.9189 10.4785 -4.9781
H -4.8859 10.4446 -0.0013
H 6.4984 2.0872 8.3451
H -1.4698 6.4977 10.7364
H 2.5331 -3.0687 3.9764
H 6.0743 -0.6966 -9.4427
H -6.6104 -8.2369 2.5327
H -0.0353 -2.5724 -0.4498
H -5.5719 -11.0799 -7.5421
H -3.6434 -10.6532 4.9563
H 7.5553 10.9330 -5.1374
H 7.6514 2.0859 6.1296
H 6.7636 3.0204 4.2237
H 6.6467 4.9874 10.8240
H -1.4075 4.1249 9.8578
H 3.4349 -1.9821 5.0136
H 1.8014 0.9728 -2.2602
H -3.9321 3.4389 8.9793
H -6.4927 -11.9631 -9.8005
H -6.7884 9.3620 1.5805
H -6.9793 -2.8977 -2.5390
H -5.2657 -7.7282 3.4449
H -6.1110 -0.5309 -4.2383
H -5.3868 -2.0924 -2.2690
H -5.8602 -10.6197 3.7150
H 4.0852 -3.4462 2.5493
H 8.6180 3.1116 6.8943
H -5.9767 0.6578 -1.8298
H 7.3275 4.9390 8.3869
H -5.1305 -2.5523 -4.9402
H -5.9888 0.1915 -0.2025
H 6.5659 9.5477 -7.0849
H 5.1048 8.2768 -4.0119
H -3.1283 8.0708 2.3259
H -5.8855 8.9501 -0.3622
H -5.6678 -1.3925 -6.8940
H -5.2116 -11.6635 -11.7464
H -5.2486 9.8261 2.4495
H 5.4168 3.7225 5.2103
H -3.7994 -9.7473 -7.4727
H -3.4491 -11.0475 2.6464
H 2.0514 -0.1773 -4.2988
H -2.1253 2.1947 7.9947
H -3.1467 -10.4219 -11.7305
H 5.7760 0.1409 -13.3634
H 4.7368 -5.9572 5.8043
H -4.3696 1.3130 7.8001
H 4.1619 -3.7415 6.5834
H 6.5825 -1.3773 -10.9984
H -3.5626 4.5301 11.8329
H -7.3901 -1.6666 -0.6523
H -7.4320 0.9120 -0.9669
H -7.5103 -1.4673 -6.5180
H 1.1892 -2.6379 -4.4829
H 3.7330 -1.1232 -10.0810
H 6.3205 3.2968 10.8742
H -1.9593 1.2658 9.5885
H -4.2189 0.1850 9.1439
H -3.5156 -8.9036 4.7656
H 5.2597 -2.3830 3.3173
H -2.4782 -9.4229 2.7899
H 8.0722 8.6528 -3.8588
H -6.8532 -2.7192 -7.2507
H 5.6945 3.3574 7.5038
H 7.0526 9.6548 -2.9683
H 8.0861 3.7006 9.3926
H 6.9490 5.2868 6.1098
H 5.1761 4.2682 10.1060
H 2.5869 -4.2333 6.1924
H 8.1401 8.8132 -6.5811
H -5.6289 7.7080 3.2216
H -6.2073 7.1709 1.7358
H -2.5516 6.6420 12.0918
H -6.0407 -9.2904 4.9546
H 0.2825 -3.7101 -2.4804
H -7.6367 -1.1130 -4.1734
H 4.8103 0.9883 -10.6414
H -3.6324 6.5208 1.6432
H 8.2966 4.5277 5.3034
H 3.3983 -5.9046 4.7333
H -6.6034 -3.4993 -5.0067
H -8.1694 -0.7544 -1.9454
H 4.3380 -2.8350 -10.2237
*
```

The SMILES is O=[N+]([O-])c1ccccc1.O=[N+]([O-])c1ccccc1.O=S1(=O)CCCC1.O=S1(=O)CCCC1.O=S1(=O)CCCC1.O=S1(=O)CCCC1.O=S1(=O)CCCC1.CCCCCC.CCCCCC.CCCCCC. The total energy is -139148.9193 eV.